The following is a quantum chemistry calculation of a structure of composition C15H40ClGaN7O4P2 at a distorted geometry, from the Open Molecules 2025 dataset.

```
70
C15H40ClGaN7O4P2 ωB97M-V/def2-TZVPD
O -5.44 3.68 -7.96
C -6.14 4.29 -7.21
N -6.71 4.82 -6.28
Ga -6.37 3.77 -4.62
C -4.86 4.79 -3.65
C -4.74 4.49 -2.16
O -5.58 4.64 -1.33
Cl -3.10 3.84 -1.61
H -5.81 2.36 -5.11
H -7.73 3.69 -3.78
H -5.04 5.89 -3.74
H -3.91 4.54 -4.17
O -1.80 2.06 1.10
P -1.64 0.82 1.98
N -2.05 -0.31 0.74
C -2.94 -1.45 0.81
C -1.06 -0.44 -0.34
N -3.01 1.23 2.99
C -4.30 0.55 2.91
C -3.33 2.66 3.05
N -1.18 -0.44 3.10
C -0.04 -1.28 2.75
C -1.87 -0.91 4.28
H -2.60 -2.23 1.51
H -3.04 -1.93 -0.16
H -3.95 -1.16 1.07
H -0.16 -0.95 0.00
H -0.76 0.55 -0.69
H -1.46 -0.99 -1.20
H -4.79 0.72 1.94
H -4.97 0.92 3.70
H -4.23 -0.52 3.09
H -3.86 3.00 2.15
H -2.42 3.26 3.14
H -3.95 2.89 3.91
H -0.33 -2.09 2.06
H 0.41 -1.76 3.62
H 0.74 -0.69 2.27
H -2.61 -1.68 4.03
H -2.35 -0.11 4.84
H -1.18 -1.38 5.00
O 2.08 -1.73 -0.69
P 3.47 -1.69 -0.05
N 4.07 -0.42 -1.07
C 5.34 -0.34 -1.75
C 3.47 0.90 -0.84
N 3.91 -3.28 -0.65
C 4.83 -3.50 -1.75
C 2.77 -4.18 -0.90
N 4.88 -1.67 0.97
C 5.15 -0.46 1.73
C 5.97 -2.63 1.05
H 6.20 -0.30 -1.08
H 5.39 0.56 -2.37
H 5.48 -1.15 -2.46
H 3.79 1.34 0.11
H 2.38 0.81 -0.80
H 3.70 1.60 -1.64
H 4.43 -3.12 -2.70
H 5.01 -4.57 -1.88
H 5.81 -3.07 -1.58
H 2.27 -3.94 -1.84
H 2.03 -4.11 -0.10
H 3.10 -5.22 -0.94
H 5.66 0.30 1.13
H 5.79 -0.65 2.60
H 4.23 -0.03 2.12
H 6.73 -2.42 0.30
H 5.62 -3.66 0.95
H 6.46 -2.60 2.02
```

Output
Spin multiplicity: 1
Highest occupied orbital energy in Ha: -0.2027
LUMO in hartree: 0.0267
Charge: -1

The following is a quantum chemistry calculation of a structure of composition C15H40F2Li2O5 at a distorted geometry, from the Open Molecules 2025 dataset.

```
64
C15H40F2Li2O5 ωB97M-V/def2-TZVPD
Li -2.04 0.17 0.27
Li -0.94 2.60 -0.56
F -2.76 2.03 0.10
F -0.19 0.89 -0.17
C -3.00 -1.72 -2.69
C -2.94 -2.22 -1.26
C -1.48 -2.48 -0.90
O -3.46 -1.21 -0.39
H -4.03 -1.46 -3.01
H -2.81 -2.51 -3.43
H -2.43 -0.85 -3.03
H -3.50 -3.15 -1.24
H -1.33 -2.65 0.17
H -0.84 -1.65 -1.17
H -1.13 -3.43 -1.31
H -4.28 -0.91 -0.79
C -0.39 3.88 -4.31
C -0.17 2.47 -3.78
C 1.21 2.16 -3.29
O -1.11 2.28 -2.70
H -0.57 4.52 -3.44
H -1.28 3.89 -4.94
H 0.37 4.33 -4.94
H -0.45 1.81 -4.61
H 1.48 2.75 -2.41
H 1.97 2.34 -4.05
H 1.29 1.14 -2.90
H -1.19 1.33 -2.52
C 2.78 -2.73 -0.41
C 2.79 -1.25 -0.67
C 4.09 -0.78 -1.31
O 1.75 -0.91 -1.60
H 3.78 -3.18 -0.34
H 2.29 -3.33 -1.18
H 2.31 -2.96 0.56
H 2.65 -0.69 0.25
H 4.95 -0.92 -0.64
H 4.09 0.26 -1.62
H 4.29 -1.40 -2.19
H 1.04 -0.44 -1.14
C 2.97 1.78 1.94
C 1.86 1.22 2.84
C 0.88 2.30 3.24
O 1.22 0.18 2.13
H 3.54 2.58 2.43
H 2.57 2.16 0.99
H 3.74 1.04 1.72
H 2.36 0.78 3.71
H 0.16 2.02 4.00
H 0.48 2.77 2.34
H 1.47 3.09 3.72
H 0.84 0.39 1.25
C -1.11 -2.20 4.13
C -2.07 -1.60 3.09
C -2.99 -0.58 3.76
O -1.33 -0.99 2.05
H -1.36 -1.89 5.16
H -0.11 -1.78 4.05
H -1.12 -3.29 4.17
H -2.65 -2.40 2.61
H -3.64 0.00 3.10
H -2.39 0.10 4.36
H -3.65 -1.10 4.47
H -0.48 -0.60 2.31
```

Output
Spin multiplicity: 1
Highest occupied orbital energy in Ha: -0.3594
LUMO in hartree: 0.0098

Which value of highest occupied orbital energy does entry 2 give? -0.3594 Ha

What did the first record say?
The following is a quantum chemistry calculation of a structure of composition C15H40ClGaN7O4P2 at a distorted geometry, from the Open Molecules 2025 dataset.

```
70
C15H40ClGaN7O4P2 ωB97M-V/def2-TZVPD
O -5.44 3.68 -7.96
C -6.14 4.29 -7.21
N -6.71 4.82 -6.28
Ga -6.37 3.77 -4.62
C -4.86 4.79 -3.65
C -4.74 4.49 -2.16
O -5.58 4.64 -1.33
Cl -3.10 3.84 -1.61
H -5.81 2.36 -5.11
H -7.73 3.69 -3.78
H -5.04 5.89 -3.74
H -3.91 4.54 -4.17
O -1.80 2.06 1.10
P -1.64 0.82 1.98
N -2.05 -0.31 0.74
C -2.94 -1.45 0.81
C -1.06 -0.44 -0.34
N -3.01 1.23 2.99
C -4.30 0.55 2.91
C -3.33 2.66 3.05
N -1.18 -0.44 3.10
C -0.04 -1.28 2.75
C -1.87 -0.91 4.28
H -2.60 -2.23 1.51
H -3.04 -1.93 -0.16
H -3.95 -1.16 1.07
H -0.16 -0.95 0.00
H -0.76 0.55 -0.69
H -1.46 -0.99 -1.20
H -4.79 0.72 1.94
H -4.97 0.92 3.70
H -4.23 -0.52 3.09
H -3.86 3.00 2.15
H -2.42 3.26 3.14
H -3.95 2.89 3.91
H -0.33 -2.09 2.06
H 0.41 -1.76 3.62
H 0.74 -0.69 2.27
H -2.61 -1.68 4.03
H -2.35 -0.11 4.84
H -1.18 -1.38 5.00
O 2.08 -1.73 -0.69
P 3.47 -1.69 -0.05
N 4.07 -0.42 -1.07
C 5.34 -0.34 -1.75
C 3.47 0.90 -0.84
N 3.91 -3.28 -0.65
C 4.83 -3.50 -1.75
C 2.77 -4.18 -0.90
N 4.88 -1.67 0.97
C 5.15 -0.46 1.73
C 5.97 -2.63 1.05
H 6.20 -0.30 -1.08
H 5.39 0.56 -2.37
H 5.48 -1.15 -2.46
H 3.79 1.34 0.11
H 2.38 0.81 -0.80
H 3.70 1.60 -1.64
H 4.43 -3.12 -2.70
H 5.01 -4.57 -1.88
H 5.81 -3.07 -1.58
H 2.27 -3.94 -1.84
H 2.03 -4.11 -0.10
H 3.10 -5.22 -0.94
H 5.66 0.30 1.13
H 5.79 -0.65 2.60
H 4.23 -0.03 2.12
H 6.73 -2.42 0.30
H 5.62 -3.66 0.95
H 6.46 -2.60 2.02
```

Output
Spin multiplicity: 1
Highest occupied orbital energy in Ha: -0.2027
LUMO in hartree: 0.0267
Charge: -1

Among the records above, which one has the lowest highest occupied orbital energy? C15H40F2Li2O5